Entry i
Density functional theory data (ωB97M-V/def2-TZVPD) for 2 unconnected molecules or ions with the total composition C4H9O3.

```
16
Properties=species:S:1:pos:R:3:lowdin_charge:R:1
C -1.1619 -0.7218 0.6763 -0.28
C -1.7602 -1.9678 -0.0423 -0.12
O 0.1107 -1.2821 1.1611 -0.19
H -0.8753 -0.0020 0.0097 0.04
H -1.5663 -0.3192 1.6563 0.12
H -2.2363 -2.8281 0.5139 0.06
H 0.8182 -0.8287 0.5912 0.01
H -1.0454 -2.3883 -0.7220 0.05
H -2.7751 -1.6063 -0.5947 0.09
C 1.0400 2.0138 -0.8410 -0.03
C 2.1792 1.3177 -0.0611 -0.76
O 1.9221 0.0809 0.0561 -0.11
O 3.1272 1.8442 0.4415 -0.01
H 1.2417 3.0647 -0.8412 0.05
H 0.0353 2.0701 -0.3084 0.08
H 0.9462 1.5529 -1.6955 0.00
```

Calculated values
Total charge: -1
Gap between HOMO and LUMO: 8.34 eV
HOMO: -4.4238 eV

Entry ii
Density functional theory data (ωB97M-V/def2-TZVPD) for 2 unconnected molecules or ions with the total composition C4H9O3.

```
16
Properties=species:S:1:pos:R:3:lowdin_charge:R:1
C 1.5935 -0.0005 0.5406 -0.21
C 1.5514 0.9999 -0.5560 -0.15
C 0.8952 -1.4302 0.2086 -0.73
O 0.9766 -1.8145 -1.0135 -0.13
O 0.7706 -2.1997 1.1518 -0.08
H 2.5922 -0.1281 0.8575 0.07
H 1.1004 0.4644 1.4462 0.10
H 2.3734 1.7244 -0.3980 0.07
H 0.6922 1.5315 -0.6277 0.00
H 1.8046 0.3298 -1.4467 0.10
C -2.6634 -0.1872 0.0467 -0.10
O -2.0456 1.0980 -0.4472 -0.18
H -1.0498 1.2335 -0.1534 0.09
H -3.6538 0.0627 0.3302 0.05
H -2.0461 -0.6424 0.7161 0.03
H -2.8913 -1.0416 -0.6552 0.09
```

Calculated values
Total charge: -1
Gap between HOMO and LUMO: 7.82 eV
HOMO: -3.9807 eV

Entry iii
Density functional theory data (ωB97M-V/def2-TZVPD) for 2 unconnected molecules or ions with the total composition C4H9O3.

```
16
Properties=species:S:1:pos:R:3:lowdin_charge:R:1
C -0.9284 0.5304 -1.2853 -0.44
C 0.2625 1.2890 -1.9433 -0.10
O -1.2608 1.1733 -0.1949 -0.16
H -1.7306 0.6674 -2.0874 0.11
H -0.7481 -0.5807 -1.1101 0.12
H 0.1287 2.3762 -2.1859 0.08
H -0.4270 1.0042 0.5323 0.12
H 0.4954 1.0740 -2.9234 0.02
H 1.1159 1.3086 -1.3433 0.04
C -0.0528 -1.6026 1.9009 -0.06
C 1.1069 -0.7769 1.3938 -0.76
O 2.2442 -1.2359 1.6340 -0.07
O 0.8616 0.4231 1.1707 -0.07
H -1.0751 -1.3456 1.6281 0.06
H -0.2147 -1.6119 2.9874 0.06
H 0.2224 -2.6926 1.8265 0.08
```

Calculated values
Total charge: -1
Gap between HOMO and LUMO: 8.75 eV
HOMO: -4.6404 eV

Tell me which of them is the most stable. Sure, it is entry iii.

Entry i
Density functional theory data (ωB97M-V/def2-TZVPD) for a single C21H21N3O4S molecule.

```
50
Properties=species:S:1:pos:R:3:lowdin_charge:R:1
C 2.2190 1.6135 5.7536 -0.06
O 1.7667 1.5378 4.4183 -0.05
C 1.1810 0.4281 3.9084 -0.18
C 0.9119 0.5204 2.5439 0.07
C 0.3300 -0.5245 1.8484 -0.13
C 0.1007 -0.3444 0.3995 -0.38
O -0.0177 0.7580 -0.1157 0.07
N 0.0486 -1.5051 -0.3254 0.08
C -0.1862 -1.6884 -1.6878 -0.78
S -0.1806 -3.2622 -2.1889 0.69
N -0.3816 -0.5679 -2.3908 0.10
C -0.6484 -0.3403 -3.7369 -0.17
C -0.8300 -1.3532 -4.6534 -0.04
C -1.1013 -1.0690 -5.9954 -0.07
C -1.1949 0.2207 -6.4358 -0.02
C -1.0170 1.2870 -5.5315 -0.22
N -1.1212 2.5380 -6.0196 0.15
C -0.9638 3.5610 -5.2242 -0.34
C -1.0900 4.9277 -5.8182 -0.04
C -0.6834 3.4038 -3.8497 -0.01
C -0.5722 2.1468 -3.3231 0.01
C -0.7390 1.0203 -4.1601 -0.07
C -0.0442 -1.6795 2.5343 0.03
C 0.1801 -1.7816 3.8971 -0.18
O -0.2165 -2.8576 4.6382 -0.10
C -0.8532 -3.9350 3.9934 -0.07
C 0.8296 -0.7429 4.6021 -0.12
O 1.0752 -0.8023 5.9478 -0.10
C 1.5031 -2.0197 6.5279 -0.06
H 2.6315 2.6179 5.8497 0.10
H 1.4041 1.4811 6.4666 0.10
H 3.0036 0.8809 5.9562 0.10
H 1.1881 1.4249 2.0271 0.13
H 0.2194 -2.3782 0.1571 0.10
H -0.3116 0.2742 -1.8088 0.09
H -0.7646 -2.3807 -4.3405 0.02
H -1.2365 -1.8924 -6.6805 0.11
H -1.4033 0.4620 -7.4655 0.11
H -0.1638 5.4838 -5.6815 0.08
H -1.8900 5.4789 -5.3262 0.08
H -1.3079 4.8462 -6.8787 0.08
H -0.5592 4.2768 -3.2267 0.11
H -0.3571 2.0475 -2.2685 0.10
H -0.5693 -2.4699 2.0240 0.10
H -1.0581 -4.6606 4.7790 0.10
H -1.7974 -3.6291 3.5328 0.10
H -0.2067 -4.3950 3.2395 0.10
H 2.0283 -1.7347 7.4404 0.10
H 0.6594 -2.6639 6.7797 0.09
H 2.1866 -2.5593 5.8686 0.10
```

Calculated values
Gap between HOMO and LUMO: 7.92 eV
SMILES string: COc1cc(C(=O)NC(=S)Nc2cccc3nc(C)ccc23)cc(OC)c1OC
HOMO: -8.0461 eV

Entry ii
Density functional theory data (ωB97M-V/def2-TZVPD) for a single C21H21N3O4S molecule.

```
50
Properties=species:S:1:pos:R:3:lowdin_charge:R:1
C -5.5611 1.6400 1.0674 0.00
C -4.0528 1.5797 1.2076 -0.53
O -3.4944 1.2381 2.2245 0.06
N -3.4145 1.9496 0.0604 0.12
C -2.0397 2.0114 -0.1983 -0.24
C -1.0733 1.9094 0.7992 0.01
C 0.2689 1.9767 0.4815 -0.02
C 0.6763 2.1413 -0.8403 -0.31
N 2.0238 2.1649 -1.1770 -0.06
S 3.3638 1.8712 -0.2246 0.68
O 3.2636 2.5966 1.0057 -0.27
O 4.4634 2.1506 -1.1012 -0.28
C 3.3229 0.1129 0.1454 -0.20
C 2.2000 -0.6290 -0.1373 0.01
C 2.1516 -1.9853 0.1909 -0.14
C 0.9349 -2.7263 -0.0492 -0.20
C 0.6127 -4.0581 -0.0371 -0.06
N -0.7102 -4.1994 -0.3177 0.14
C -1.1573 -2.9888 -0.4832 -0.32
C -2.5375 -2.6152 -0.7661 -0.18
C -2.8296 -1.3198 -1.4787 -0.10
C -3.1425 -1.4445 -0.0279 -0.10
O -0.2103 -2.0463 -0.3435 0.12
C 3.2752 -2.5738 0.7718 0.00
C 4.3962 -1.8139 1.0416 -0.02
C 4.4403 -0.4516 0.7522 -0.25
C 5.6288 0.3860 1.0798 -0.04
C -0.2905 2.2584 -1.8371 -0.02
C -1.6315 2.1979 -1.5169 -0.03
H -5.8927 1.0000 0.2526 0.08
H -5.8761 2.6612 0.8629 0.08
H -6.0181 1.3067 1.9943 0.08
H -3.9978 2.1582 -0.7378 0.14
H -1.3790 1.7735 1.8227 0.11
H 1.0156 1.9135 1.2558 0.11
H 2.2543 2.2739 -2.1502 0.12
H 1.3415 -0.1740 -0.6015 0.11
H 1.2326 -4.9114 0.1418 0.11
H -3.1622 -3.4745 -0.9645 0.15
H -1.9868 -0.7083 -1.7639 0.09
H -3.6408 -1.3178 -2.1909 0.10
H -2.5170 -0.9206 0.6781 0.10
H -4.1725 -1.5336 0.2809 0.10
H 3.2569 -3.6219 1.0259 0.12
H 5.2552 -2.2794 1.5017 0.12
H 6.0683 0.7821 0.1655 0.08
H 5.3221 1.2418 1.6792 0.08
H 6.3758 -0.1894 1.6208 0.08
H 0.0140 2.3959 -2.8646 0.11
H -2.3706 2.2917 -2.3006 0.11
```

Calculated values
Gap between HOMO and LUMO: 8.51 eV
SMILES string: CC(=O)Nc1ccc(NS(=O)(=O)c2cc(-c3cnc(C4CC4)o3)ccc2C)cc1
HOMO: -8.0915 eV

Tell me which of them is the most stable. Sure, it is entry i.

Entry i
Density functional theory data (ωB97M-V/def2-TZVPD) for 5 unconnected molecules or ions with the total composition C2H16N2O4.

```
24
Properties=species:S:1:pos:R:3:lowdin_charge:R:1
N 1.2413 -2.1960 -0.0800 -0.03
C 0.3938 -2.1599 -1.2522 -0.29
C 0.2188 -0.7283 -1.7487 -0.25
N 1.5499 -0.0187 -1.6825 0.00
H 1.4827 -3.1707 0.0537 0.09
H 2.0566 -1.6035 -0.1823 0.07
H 0.7691 -2.8064 -2.0643 0.10
H -0.6411 -2.5355 -1.0445 0.12
H -0.4885 -0.1270 -1.1314 0.11
H -0.1649 -0.7388 -2.7603 0.10
H 1.3703 0.9076 -1.3223 0.04
H 1.9053 -0.0541 -2.6275 0.06
O 1.0172 2.0700 0.7957 -0.07
H 0.9436 2.4891 1.6668 0.06
H 0.3678 2.6341 0.3350 0.02
O -2.3873 0.2622 1.3883 -0.07
H -3.0256 -0.0433 2.0298 0.05
H -1.5001 -0.0235 1.6764 0.00
O -1.7200 2.6468 0.0035 -0.09
H -2.3906 2.3707 -0.6455 0.05
H -2.0433 1.9487 0.6161 0.00
O 0.1930 -0.6793 1.9153 -0.11
H 0.3772 -1.4889 1.3619 0.02
H 0.5963 -0.0318 1.3128 0.00
```

Calculated values
Gap between HOMO and LUMO: 10.17 eV
SMILES string: NCCN.O.O.O.O
HOMO: -9.4137 eV

Entry ii
Density functional theory data (ωB97M-V/def2-TZVPD) for 6 unconnected molecules or ions with the total composition C2H16N2O4.

```
24
Properties=species:S:1:pos:R:3:lowdin_charge:R:1
C -0.6838 0.5574 1.5403 -0.12
N -0.7825 -0.8486 1.3675 0.15
C 1.2518 0.0630 -1.5462 -0.13
N 0.3937 1.1880 -1.6326 0.09
H 0.0247 0.7520 2.3444 0.10
H -1.6465 0.9880 1.7886 0.09
H -0.2983 1.0991 0.6450 0.09
H 0.1581 -1.2475 1.2827 0.04
H 2.1031 0.3204 -0.8672 0.08
H 1.6709 -0.1757 -2.5220 0.10
H 0.2101 1.4558 -2.5951 0.11
H -0.5127 0.9891 -1.2222 0.01
H 0.7210 -0.8141 -1.1685 0.08
H 2.7345 0.7256 1.7951 0.01
O 2.5940 0.1846 1.0074 -0.20
H 2.3523 -2.4554 2.1542 0.04
H 2.1349 -1.0147 1.2642 -0.07
O 1.7518 -1.9758 1.5753 -0.14
H -1.4846 -1.1355 0.6795 0.08
H -2.4532 -1.5037 -1.4628 0.00
O -1.8215 -0.7732 -1.4318 -0.24
H -2.3902 0.4660 -0.9217 -0.06
H -3.3327 1.7256 -1.3630 0.02
O -2.6949 1.4296 -0.7112 -0.14
```

Calculated values
Gap between HOMO and LUMO: 3.98 eV
HOMO: -9.2324 eV

Tell me which of them is the most stable. Sure, it is entry i.